Record 1
A structure of composition C34H28GeMoN2O4. Source: the OMol25 dataset; level of theory: ωB97M-V with the def2-TZVPD basis set.

Output
ΔE to the lowest compared entry with this formula, charge and spin: 0.000 eV

Last column: Mulliken charge in e.
Atoms and positions in Å:
Mo  0.35222  -1.64715  1.65136  0.45
C  2.72016  1.57869  3.69625  -0.69
O  1.96555  1.21286  4.85494  -0.52
C  0.60525  1.23480  4.75691  0.35
C  -0.10568  1.91121  5.72731  -0.45
C  -1.50042  1.94851  5.71517  -0.74
C  -2.18509  1.29783  4.71420  -1.11
C  -1.48714  0.56949  3.74053  0.79
C  -2.24481  -0.11575  2.72928  -0.35
N  -1.78357  -1.02177  1.94090  0.06
N  -2.68759  -1.50878  1.00146  -0.81
C  -2.04086  -2.15023  0.08343  0.64
O  -0.73395  -2.26643  0.07496  -0.79
C  -2.76462  -2.70291  -1.08161  0.46
C  -2.04288  -3.05058  -2.22013  -0.08
C  -2.70879  -3.52229  -3.34100  -0.67
C  -4.08946  -3.65492  -3.32511  -0.44
C  -4.80894  -3.31016  -2.18678  -0.59
C  -4.15113  -2.82984  -1.06786  -0.47
C  -0.08675  0.52993  3.75385  0.66
O  0.62187  -0.09314  2.82359  -0.45
H  3.67911  1.93664  4.06415  0.36
H  2.22288  2.38207  3.14788  0.28
H  2.86285  0.73129  3.03012  0.18
H  0.46334  2.42518  6.49172  0.48
H  -2.03366  2.49384  6.48109  0.40
H  -3.26706  1.32185  4.67658  0.43
H  -3.29127  0.13707  2.58997  0.38
H  -0.96624  -2.93568  -2.22460  0.36
H  -2.14597  -3.78327  -4.22799  0.44
H  -4.60760  -4.02624  -4.20008  0.39
H  -5.88595  -3.41570  -2.17394  0.40
H  -4.69707  -2.55076  -0.17719  0.46
C  1.77290  -1.28000  0.50406  -0.03
Ge  1.45262  0.06206  -0.86862  1.43
C  1.13555  -0.83699  -2.57126  0.20
C  0.36213  -0.25271  -3.57309  0.06
C  0.13161  -0.91456  -4.77172  -0.71
C  0.67111  -2.17442  -4.98267  -0.52
C  1.44620  -2.76804  -3.99608  -0.61
C  1.67627  -2.10214  -2.80064  -0.68
C  -0.13867  1.09241  -0.38286  0.22
C  -0.02504  2.14663  0.52595  -0.33
C  -1.14036  2.86307  0.92946  -0.68
C  -2.38901  2.54883  0.40760  -0.69
C  -2.51661  1.51879  -0.51126  -0.86
C  -1.39822  0.78753  -0.89256  -0.05
C  2.98278  1.26929  -0.95178  0.05
C  4.02345  1.18285  -0.02996  -0.35
C  5.09284  2.06798  -0.07977  -0.71
C  5.13123  3.05145  -1.05645  -0.42
C  4.10180  3.14703  -1.98346  -0.71
C  3.03658  2.26112  -1.92995  -0.17
H  2.67411  -1.88596  0.43556  0.63
H  -0.07551  0.72750  -3.41765  0.38
H  -0.47470  -0.44799  -5.53791  0.42
H  0.48909  -2.69380  -5.91518  0.44
H  1.86857  -3.75199  -4.15686  0.39
H  2.27041  -2.58580  -2.03376  0.29
H  0.94980  2.40586  0.92556  0.42
H  -1.03758  3.67057  1.64372  0.42
H  -3.25989  3.11636  0.71148  0.40
H  -3.48785  1.27087  -0.92135  0.40
H  -1.51457  -0.02507  -1.59905  0.58
H  4.00291  0.41421  0.73551  0.27
H  5.89615  1.98729  0.64173  0.40
H  5.96424  3.74148  -1.09929  0.38
H  4.13112  3.91195  -2.74911  0.40
H  2.23987  2.34592  -2.66208  0.34
O  0.77794  -2.99723  2.49438  -0.81

Record 2
A structure of composition C11H10ClNSeTb at a distorted geometry. Source: the OMol25 dataset; level of theory: ωB97M-V with the def2-TZVPD basis set.

Output
2S+1: 7
ΔE to the lowest compared entry with this formula, charge and spin: 15.268 eV
charge: -1

Last column: Mulliken charge in e.
Atoms and positions in Å:
C  0.99100  1.98881  2.43959  -0.36
C  -0.22415  1.80186  1.70710  -0.39
C  0.04249  2.12667  0.32695  0.06
H  -1.15305  1.47621  2.10607  0.26
C  1.43024  2.47601  0.20583  -0.46
C  2.00675  2.41195  1.51458  -0.16
H  3.03339  2.56890  1.75126  0.45
H  1.13955  1.78894  3.47093  0.42
H  -0.64906  2.03560  -0.47721  0.32
H  1.93913  2.72553  -0.69045  0.17
Tb  1.20656  0.22524  0.79358  -0.30
Cl  2.70879  -1.07766  2.25897  -0.27
C  -1.78636  -3.24822  -2.16182  -0.51
C  -1.63376  -2.32784  -3.24159  -0.51
C  -2.66981  -1.35170  -3.13892  -0.51
H  -0.87600  -2.36390  -3.99747  0.55
C  -3.46283  -1.66897  -1.99558  -0.42
C  -2.91693  -2.84126  -1.39186  -0.48
H  -3.29086  -3.33012  -0.51544  0.45
H  -1.16280  -4.09615  -1.96450  0.47
H  -2.82583  -0.52678  -3.80408  0.44
H  -4.31854  -1.12397  -1.65206  0.45
Se  5.42177  0.96623  3.69498  -0.21
C  4.01966  0.74832  2.73473  0.05
N  3.03066  0.61628  2.02642  -0.50

Record 3
A structure of composition C14H42O7Y at a distorted geometry. Source: the OMol25 dataset; level of theory: ωB97M-V with the def2-TZVPD basis set.

Output
ΔE to the lowest compared entry with this formula, charge and spin: 0.000 eV
charge: +3

Last column: natural (NBO) charge in e.
Atoms and positions in Å:
Y  0.41281  -0.04160  0.42207  2.33
C  0.94361  1.20723  -4.00424  -0.65
C  0.10335  0.24634  -3.17872  -0.06
O  0.83554  -0.26031  -2.00588  -0.81
H  1.37986  1.92493  -3.29752  0.20
H  0.34525  1.84798  -4.64996  0.27
H  1.75535  0.74618  -4.56296  0.24
H  -0.16172  -0.66892  -3.71021  0.20
H  -0.77083  0.77943  -2.81884  0.19
H  1.66160  -0.61068  -2.37165  0.52
C  -4.04078  -0.45355  -0.52962  -0.64
C  -2.65799  -0.91782  -1.03530  -0.09
O  -1.68456  -0.76815  0.06607  -0.83
H  -4.19729  -0.80100  0.49413  0.21
H  -4.82376  -0.85240  -1.17722  0.27
H  -4.20675  0.62168  -0.60142  0.22
H  -2.41120  -0.29013  -1.88893  0.21
H  -2.79243  -1.94174  -1.38210  0.22
H  -2.17894  -1.30619  0.71137  0.53
C  -0.85587  -4.17637  -0.84528  -0.66
C  0.25246  -3.22425  -1.26286  -0.08
O  0.67337  -2.30891  -0.19659  -0.80
H  -1.67051  -3.70101  -0.29279  0.20
H  -0.52127  -5.02193  -0.24277  0.24
H  -1.34757  -4.60981  -1.71748  0.27
H  -0.07757  -2.69250  -2.15340  0.21
H  1.12995  -3.77997  -1.59632  0.22
H  1.11912  -2.95204  0.37652  0.51
C  4.21942  0.96053  -1.89434  -0.66
C  3.30871  1.57899  -0.83531  -0.06
O  2.62383  0.53227  -0.04591  -0.83
H  4.83223  0.12370  -1.55203  0.24
H  4.98892  1.71988  -2.06088  0.27
H  3.68524  0.70412  -2.80386  0.22
H  2.49768  2.16456  -1.26228  0.18
H  3.89648  2.21900  -0.17868  0.22
H  3.32773  0.16983  0.51584  0.52
C  -1.98205  3.16474  -1.93774  -0.65
C  -1.60105  2.68368  -0.54949  -0.10
O  -0.25564  2.05611  -0.56228  -0.82
H  -2.72240  3.96272  -1.88648  0.28
H  -2.45019  2.35470  -2.50523  0.21
H  -1.15092  3.50255  -2.56192  0.23
H  -2.45132  2.08524  -0.23346  0.22
H  -1.44728  3.54737  0.10217  0.20
H  0.27748  2.80110  -0.87688  0.53
C  2.64530  -1.75670  4.24943  -0.67
C  2.15247  -0.54526  3.46457  -0.06
O  1.57246  -1.04477  2.17537  -0.85
H  3.13105  -1.38619  5.15383  0.28
H  3.33332  -2.37379  3.66871  0.23
H  1.87006  -2.41733  4.64383  0.25
H  3.00550  0.07810  3.19866  0.20
H  1.41184  0.07347  3.96270  0.21
H  1.91226  -1.94448  2.08696  0.52
C  -1.80887  1.27378  4.39549  -0.66
C  -2.04357  0.46086  3.12548  -0.09
O  -1.31007  1.01396  2.00529  -0.80
H  -0.76939  1.60405  4.48659  0.22
H  -1.91999  0.68101  5.30524  0.27
H  -2.47523  2.13150  4.46700  0.24
H  -3.11791  0.47941  2.91792  0.20
H  -1.81097  -0.59595  3.27375  0.19
H  -1.58837  1.94276  1.99980  0.52

Record 4
An isolated molecule of C19H22ClNO5S at a distorted geometry. Source: the OMol25 dataset; level of theory: ωB97M-V with the def2-TZVPD basis set.

Output
ΔE to the lowest compared entry with this formula, charge and spin: 15.590 eV

Last column: natural (NBO) charge in e.
Atoms and positions in Å:
C  -5.11703  3.45796  3.30498  -0.27
H  -6.10338  3.15112  2.66410  0.15
O  -4.27050  2.38555  3.38090  -0.51
C  -3.57678  2.05342  2.07236  0.35
C  -3.91497  2.57344  0.66162  -0.43
C  -3.07104  2.25544  -0.35076  0.37
C  -2.00700  1.35097  -0.27980  -0.13
C  -1.91397  0.52796  1.01010  -0.22
C  -2.53715  0.93832  2.15585  -0.28
H  -2.35359  0.63905  3.09721  0.21
H  -1.05040  -0.21183  1.28554  0.26
C  -1.39979  0.59973  -1.41472  -0.23
N  -1.23731  -0.66282  -1.64628  -0.63
C  0.08970  -1.13934  -1.40505  0.71
O  1.02177  -0.55068  -1.71962  -0.59
C  0.30619  -2.58220  -1.42241  -0.47
C  1.51604  -2.91960  -0.95326  -0.47
H  1.71081  -4.03912  -0.70210  0.24
H  2.23072  -2.69983  -1.31915  0.16
S  1.74709  -2.20520  0.90697  2.15
O  2.23119  -3.33677  1.67555  -0.96
O  0.54852  -1.71188  1.30903  -0.98
C  2.86652  -0.85858  0.83670  -0.73
C  4.24059  -1.25219  0.21491  -0.02
C  4.26284  -1.36891  -1.14254  -0.22
C  5.45605  -1.59566  -1.74451  -0.11
C  6.40821  -2.29073  -1.19672  -0.18
C  6.09548  -2.67845  0.45171  -0.13
C  5.11060  -2.03136  0.86927  -0.27
H  4.76474  -2.21476  1.91214  0.22
H  6.79386  -3.27123  0.98491  0.22
H  7.28516  -2.86207  -1.55437  0.24
Cl  5.85171  -1.30129  -3.39980  0.00
H  3.69106  -0.50209  -1.94234  0.25
H  2.36246  -0.09873  0.03307  0.30
H  2.92307  -0.54811  1.94894  0.27
H  -0.72625  -3.18275  -0.83830  0.18
H  0.21479  -2.87123  -2.32080  0.24
H  -1.89713  -1.27602  -1.16228  0.39
H  -0.32871  1.25165  -1.41217  0.23
H  -2.04432  1.21351  -2.32236  0.17
O  -3.13872  2.82586  -1.40303  -0.47
C  -4.25230  3.72564  -1.71388  -0.30
H  -4.30599  4.03298  -2.85508  0.22
H  -5.28768  3.24641  -1.36076  0.20
H  -4.23993  4.70684  -1.11649  0.19
H  -4.61973  3.49706  0.73471  0.24
H  -4.81937  4.47777  2.83246  0.19
H  -5.51614  3.35272  4.35554  0.22

Record 5
A structure of composition C35H43ClP2ScSi2 at a distorted geometry. Source: the OMol25 dataset; level of theory: ωB97M-V with the def2-TZVPD basis set.

Output
ΔE to the lowest compared entry with this formula, charge and spin: 1.191 eV
charge: +1

Last column: Mulliken charge in e.
Atoms and positions in Å:
C  -0.61446  -0.77985  4.96740  -0.32
C  0.55200  -1.22567  4.25536  -0.68
C  1.14092  -0.08408  3.61264  -0.38
H  0.94357  -2.23962  4.24530  0.55
C  0.33882  1.06300  3.93355  -0.26
C  -0.75140  0.63736  4.75641  -0.88
H  -1.50065  1.27814  5.20626  0.62
H  -1.23911  -1.38004  5.61858  0.58
H  2.05540  -0.07034  3.02942  0.61
H  0.54901  2.08540  3.63398  0.60
Sc  -0.95845  -0.41331  2.67722  -0.21
Si  2.57056  1.13473  -2.26758  0.97
C  2.53626  0.22623  -3.95400  0.30
C  1.66426  0.62384  -4.98891  -0.18
H  1.01025  1.48637  -4.85220  0.44
C  1.58885  -0.10191  -6.18260  -0.73
H  0.89171  0.20439  -6.96571  0.39
C  2.40301  -1.22050  -6.37737  -0.45
H  2.36143  -1.77896  -7.32009  0.38
C  3.27721  -1.62378  -5.35820  -0.63
H  3.91460  -2.49681  -5.51017  0.39
C  3.33453  -0.91260  -4.15419  -0.53
H  3.99849  -1.24446  -3.35107  0.31
C  2.60443  2.93936  -2.79467  0.46
C  3.73991  3.38837  -3.49147  -0.44
H  4.58244  2.71012  -3.64307  0.34
C  3.78668  4.69163  -3.99685  -0.68
H  4.67118  5.02927  -4.54403  0.39
C  2.70839  5.56606  -3.81377  -0.48
H  2.74661  6.58563  -4.20921  0.37
C  1.57875  5.12441  -3.12448  -0.80
H  0.72726  5.79093  -2.96889  0.40
C  1.52667  3.82066  -2.62939  0.21
H  0.62793  3.48957  -2.10637  0.06
H  3.76764  0.67139  -1.51343  -0.23
Si  0.04310  0.59354  -1.96612  0.06
C  0.64208  1.55665  -0.35547  1.62
C  1.86538  1.37291  0.36048  -0.56
H  2.48199  0.46928  0.28707  0.74
C  2.38069  2.35901  1.21365  -0.94
H  3.38695  2.24339  1.63254  0.44
C  1.64373  3.50419  1.50487  -0.82
H  2.06781  4.30390  2.12625  0.42
C  0.34499  3.60812  0.99079  -0.64
H  -0.27447  4.46907  1.26131  0.43
C  -0.15452  2.63307  0.11684  -1.22
H  -1.17852  2.73420  -0.23316  0.43
C  0.49922  -1.21139  -1.53374  0.92
C  1.12359  -1.66799  -0.35975  0.66
H  1.16348  -1.04891  0.53715  -0.14
C  1.77859  -2.90472  -0.29899  -0.88
H  2.36122  -3.17491  0.58733  0.44
C  1.69220  -3.79200  -1.37057  -0.70
H  2.20420  -4.75462  -1.34605  0.46
C  0.92183  -3.42558  -2.48198  -0.62
H  0.80114  -4.12605  -3.31501  0.45
C  0.31319  -2.16294  -2.55593  -0.96
H  -0.26925  -1.90238  -3.44120  0.35
H  -1.44458  0.63927  -2.16781  -0.13
Cl  -1.92251  -0.09164  0.54748  -0.68
C  -1.39100  -3.95402  1.25071  -1.24
P  -2.25597  -2.80369  2.36291  1.38
C  -2.68930  -3.82546  3.81051  -1.32
C  -3.91137  -2.62443  1.52708  -1.07
C  -4.67861  -1.35691  1.94128  -0.99
P  -3.70404  -0.22436  3.05846  1.25
C  -4.30130  1.41739  2.53106  -1.42
C  -4.56892  -0.45183  4.64687  -1.39
H  -0.96808  -3.40574  0.39973  0.00
H  -2.08596  -4.72558  0.88392  0.48
H  -0.56729  -4.42321  1.80235  0.44
H  -2.08699  -3.49334  4.66518  0.29
H  -3.75018  -3.72344  4.06507  0.38
H  -2.45759  -4.87440  3.58896  0.42
H  -3.71411  -2.61507  0.44531  0.40
H  -4.48444  -3.53512  1.75293  0.58
H  -4.94604  -0.76339  1.05520  0.36
H  -5.61319  -1.60870  2.46427  0.51
H  -5.29082  1.61055  2.96650  0.43
H  -3.58941  2.17503  2.88351  0.33
H  -4.34559  1.46703  1.43488  0.39
H  -4.70933  -1.51725  4.86596  0.31
H  -5.54017  0.05814  4.60149  0.45
H  -3.95652  -0.00059  5.43743  0.39